No. 1
168
Properties=species:S:1:pos:R:3:forces:R:3 method="wB97M-V/def2-TZVPD" multiplicity=1 lumo_ev=-0.02 e_homo_ev=-9.48 total_energy_ev=-189934.6879 gap_ev=9.46
C -8.5808 7.2908 0.1910 -0.6886 0.0721 -0.3585
C -8.1177 8.6179 -0.4287 -0.7406 -0.6645 1.2012
C -7.3696 9.4703 0.6236 1.9813 -0.8576 -2.0465
F -7.0189 10.6380 0.0449 0.1318 0.2670 -0.0554
F -8.0347 9.7345 1.7232 -1.3410 0.0077 0.9046
F -7.4049 8.2886 -1.5120 1.0850 0.5168 -0.1468
F -9.1656 9.3429 -0.8782 -0.5417 -0.1999 0.1651
O -7.4574 6.5190 0.6464 -0.1601 -0.6558 0.8450
C -7.8139 5.3808 1.4228 0.1103 1.8989 -2.4197
C -6.5166 4.7022 1.8715 1.2543 1.1584 1.6355
F -6.6739 3.5267 2.4728 -1.0316 -1.2167 -0.1859
F -5.6180 4.5741 0.8996 -0.0848 -0.2261 -1.1128
F -8.5005 5.8405 2.4845 -0.2623 -1.0264 0.0476
F -8.5803 4.5778 0.6248 0.1415 0.1633 1.1921
H -9.0878 6.7484 -0.6070 -0.0879 -0.0184 0.0109
H -9.3022 7.5375 0.9700 0.1533 -0.2321 0.2532
H -6.4846 8.8864 0.8763 0.3632 0.2496 0.1530
H -6.0360 5.2968 2.6484 -0.2742 0.7538 -0.0928
C 9.9543 3.7936 0.4132 0.3940 -0.2196 1.3244
C 9.7348 5.3109 0.3532 -0.0480 -1.7779 -0.3246
C 11.0150 6.0718 0.8014 -0.3615 1.8457 -0.1168
F 11.4190 5.6904 2.0481 -0.0375 -0.5504 -0.7952
F 12.0172 5.9825 -0.1095 -0.0396 -1.0184 0.2878
F 9.3226 5.6688 -0.8831 0.7355 0.3843 -0.2810
F 8.7106 5.6374 1.1520 -0.1654 0.4482 0.8802
O 8.8252 3.0637 -0.0531 -0.5830 0.0768 -0.8139
C 8.6181 1.7804 0.4482 0.7415 2.0440 -2.0601
C 7.5698 1.0224 -0.3452 1.6737 1.6169 -4.4032
F 7.4419 -0.1980 0.0285 -0.5366 -2.7887 2.0968
F 6.3937 1.6040 -0.5117 -1.4853 0.9929 1.2291
F 9.7850 1.1378 0.3213 0.6220 -1.0892 0.2091
F 8.2859 1.8323 1.6813 -0.5485 -0.0672 3.4304
H 10.1278 3.5576 1.4631 -0.2013 0.1409 0.2802
H 10.9257 3.5532 -0.0188 -0.3063 -0.2282 -0.8624
H 10.8431 7.1466 0.8603 -0.5981 0.0132 0.1218
H 7.9300 0.9685 -1.3725 0.7212 0.1853 -0.2076
C 7.6403 -4.5065 7.7780 -1.1570 -0.2367 -0.9135
C 8.2371 -4.2161 9.1340 -1.1506 1.6554 -0.8438
C 9.6180 -4.8402 9.2593 -0.0524 0.8359 -1.2344
F 10.2184 -4.3490 10.3179 0.6918 0.1410 1.7193
F 9.4688 -6.1583 9.3281 -0.0745 -1.2357 0.4394
F 8.3244 -2.8389 9.2692 0.3290 -0.9376 0.1529
F 7.3893 -4.6588 10.0893 0.3971 -0.0146 0.1826
O 6.3860 -3.8143 7.5532 -0.1036 1.3196 -0.6666
C 6.3240 -3.1298 6.3002 0.1864 -2.1095 2.1472
C 5.0092 -2.3536 6.1818 0.4219 2.5183 2.4854
F 4.8119 -1.7120 5.0243 0.4303 -0.5703 -0.6821
F 3.8850 -2.9569 6.5507 -0.4029 -1.5982 -0.4906
F 7.3822 -2.2759 6.2433 -0.7031 -0.2603 -0.7518
F 6.4117 -4.0812 5.3753 0.5853 0.0221 -1.2969
H 7.3864 -5.5665 7.7658 0.2567 -0.0991 -0.1591
H 8.3095 -4.2577 6.9545 0.3144 -0.1782 0.3224
H 10.2700 -4.6319 8.4111 -0.2191 0.1973 -0.3520
H 5.1339 -1.6074 6.9665 0.2416 0.5490 -0.0686
C -4.8458 -8.9296 -1.3359 0.6167 0.4458 0.6693
C -6.0574 -8.1328 -0.9397 -0.7912 -0.4603 0.2396
C -5.7237 -6.7349 -1.3557 0.4660 -0.0241 -0.4613
O -4.9699 -6.9090 -2.5706 -0.1869 0.9865 0.1061
C -4.4220 -8.1899 -2.6106 -0.6211 -1.8645 0.5299
H -5.0390 -9.9949 -1.4617 0.0748 0.0957 -0.1472
H -4.0587 -8.8026 -0.5927 -0.0037 -0.1631 0.2563
H -6.3563 -8.2414 0.1029 0.0054 0.0552 -0.0237
H -6.8878 -8.4253 -1.5824 -0.2474 -0.2675 0.1519
H -5.0714 -6.2197 -0.6507 -0.2827 0.2582 0.2554
H -6.6467 -6.2026 -1.5857 0.3188 0.4578 0.0678
H -3.3329 -8.2186 -2.6437 -0.0468 0.2888 -0.7200
H -4.9541 -8.7702 -3.3644 0.7102 0.2051 -0.9280
C 3.0000 4.2736 -3.4425 0.6746 0.5263 -0.0626
C 4.4074 4.6963 -3.0530 0.8754 0.4617 0.5640
C 4.3864 6.2589 -3.1689 -0.3902 -0.9858 -0.1916
O 3.1561 6.5818 -3.8592 0.4242 -0.1182 0.2887
C 2.6547 5.3764 -4.4231 -0.6294 0.1925 -0.3847
H 2.4057 4.3832 -2.5354 -0.5077 -0.3386 -0.2796
H 2.9483 3.2896 -3.9085 -0.1272 -0.0405 0.3315
H 5.1674 4.2032 -3.6591 -0.0184 0.3326 -0.3811
H 4.7079 4.4649 -2.0311 -0.3133 -0.3012 0.1085
H 5.2840 6.6207 -3.6705 -0.1698 0.1614 -0.4068
H 4.3747 6.7243 -2.1834 -0.2377 0.0427 -0.0100
H 3.0564 5.2626 -5.4300 0.6175 -0.4591 -0.0452
H 1.5848 5.4220 -4.6265 -0.1890 0.5150 0.4852
C 1.9915 -7.5467 -3.7645 -0.2980 -0.8166 0.7798
C 1.5481 -7.0637 -5.0891 0.2182 1.0486 -1.0068
C 1.4458 -8.3066 -5.9555 -0.7237 0.8592 1.7373
O 2.4094 -9.2254 -5.3702 -0.1440 0.3794 -1.2744
C 2.9569 -8.6804 -4.1752 -1.3230 0.8843 0.9791
H 1.1403 -7.9872 -3.2453 -0.1259 -0.1528 0.0973
H 2.3818 -6.7941 -3.0794 0.3391 -0.0059 -0.2372
H 2.3442 -6.4583 -5.5224 -0.0254 0.4326 0.0097
H 0.6145 -6.5011 -5.0933 0.0637 0.1106 0.0202
H 1.4924 -7.9396 -6.9808 0.9636 -1.0128 -0.3489
H 0.4187 -8.6400 -5.8073 0.0495 -0.8936 -0.1170
H 3.9458 -8.2304 -4.2627 0.3045 -0.5472 -0.3863
H 2.8728 -9.4281 -3.3865 0.6916 -0.2778 -0.2431
C -0.5424 -0.0909 -0.7195 0.0149 -0.5438 0.0140
C -0.1623 -1.2161 -1.7041 0.6705 0.2009 0.2354
C -1.0398 -2.4368 -1.3314 -0.1454 1.9269 0.1947
O -1.7874 -1.9745 -0.1639 -0.0346 -0.6776 -0.3975
C -1.1163 -0.8606 0.4324 -0.0915 -0.5730 -0.0292
H -1.3558 0.5275 -1.0992 0.3758 0.2915 -0.2653
H 0.3249 0.4676 -0.3676 -0.1456 0.3710 -0.3942
H 0.8761 -1.5008 -1.5340 0.1454 0.1759 -0.1069
H -0.2381 -0.8545 -2.7296 -0.1477 -0.3378 -0.0578
H -0.4144 -3.3063 -1.1291 -0.2002 -0.0854 0.2749
H -1.7086 -2.6355 -2.1689 -0.3722 -0.3016 0.4165
H -0.3355 -1.2087 1.1086 0.1897 -0.1507 0.1403
H -1.8134 -0.2545 1.0110 -0.2494 -0.3168 -0.0089
C -4.0484 -0.0635 7.6699 -1.2627 -0.9584 0.7998
C -4.1512 1.3997 8.0384 0.1022 0.8485 -0.0997
C -2.8820 1.9686 7.4470 0.6284 -0.0747 -0.0306
O -2.7126 1.1901 6.2833 1.1637 1.1356 -1.0504
C -3.1244 -0.1240 6.4767 -0.2552 -0.4207 -0.1010
H -5.0109 -0.5172 7.4336 -0.1752 0.2048 -0.0457
H -3.7287 -0.6232 8.5489 0.5063 -0.1094 -0.1580
H -4.2338 1.5843 9.1095 -0.2453 -0.0012 -0.1082
H -4.9250 1.9163 7.4706 -0.4713 -0.2177 0.3610
H -1.9890 1.8969 8.0680 0.0632 -0.3130 0.4404
H -2.9321 3.0205 7.1659 -0.2588 -0.0533 -0.1901
H -2.3203 -0.8410 6.6424 0.4667 0.1685 0.0673
H -3.6017 -0.4122 5.5401 -0.2560 -0.2036 0.1051
C 1.7309 3.8002 3.7266 0.3127 -0.5228 1.1488
C 3.1378 4.2818 3.4545 0.8837 0.6478 -0.8992
C 2.9918 5.7862 3.1164 -0.6452 -0.7912 -0.3752
O 1.5823 6.0050 3.1444 -0.1689 2.0192 0.9697
C 0.8524 4.8208 3.0392 0.8410 -0.8972 -1.0382
H 1.5516 3.8520 4.8005 -0.1542 -0.1086 0.1070
H 1.6872 2.7524 3.4292 -0.6260 0.0959 -0.1288
H 3.4880 3.8265 2.5280 0.1924 -0.3188 0.1083
H 3.8757 4.0700 4.2283 -0.2039 0.0009 0.0756
H 3.3272 5.9729 2.0962 0.1810 -0.0061 -0.1643
H 3.5331 6.4937 3.7446 -0.3976 -0.0726 0.3539
H 0.8119 4.6026 1.9720 -0.4279 -0.3943 -0.3300
H -0.1644 4.8947 3.4249 0.2128 0.3347 0.1650
C -2.2728 -0.7897 -7.8628 -0.0393 -0.3373 -0.7668
C -1.8768 -2.2656 -7.6771 0.8486 0.0508 -0.1025
C -0.4006 -2.2320 -8.0951 -0.5052 0.7764 -0.0332
O -0.2729 -1.1329 -9.0517 0.7427 -0.1958 0.2619
C -1.4470 -0.3615 -9.1231 -2.3028 -1.1808 0.9794
H -1.9900 -0.1776 -7.0063 -0.1126 -0.1512 0.1383
H -3.3505 -0.7793 -8.0257 0.0081 0.6090 0.0294
H -2.3893 -3.0003 -8.2980 -0.4485 0.4643 -0.2323
H -2.0159 -2.5989 -6.6486 0.1570 0.0393 0.0427
H -0.0325 -3.1423 -8.5683 -0.0551 0.0842 -0.0228
H 0.1760 -2.0273 -7.1930 0.4737 0.1881 -0.1815
H -2.0838 -0.6593 -9.9561 0.2295 -0.3383 -0.5529
H -1.3816 0.7182 -9.2572 0.9982 -0.0071 0.4563
C -8.7269 -0.9875 -2.3293 0.1318 0.2665 -0.4793
C -7.2519 -0.6971 -2.0973 1.1191 -0.9579 1.1853
C -6.5469 -1.1991 -3.3537 -0.7239 -0.2168 0.3941
O -7.4290 -0.7944 -4.3547 -1.0617 0.5384 -1.3366
C -8.7925 -0.9134 -3.8689 0.3829 0.9867 0.1561
H -9.3591 -0.2122 -1.8965 -0.0136 -0.1209 0.0803
H -9.0594 -1.9516 -1.9445 0.2177 -0.0219 -0.0082
H -6.8237 -1.2079 -1.2348 -0.2387 -0.1316 0.2673
H -7.0421 0.3548 -1.9035 -0.1190 0.1210 -0.4388
H -6.5063 -2.2795 -3.4923 0.3460 -0.4335 0.9512
H -5.5335 -0.8122 -3.4609 -0.1685 0.3081 -0.3487
H -9.3645 -1.7288 -4.3119 0.3686 -0.1947 -0.1856
H -9.2559 0.0334 -4.1463 -0.2093 -0.1339 -0.2359
C 0.9059 -5.7125 2.5610 0.0449 0.2850 -0.5124
Cl 2.2477 -4.7902 1.7970 -0.2340 -0.4512 0.3230
Cl 0.7559 -7.3866 1.8879 0.0520 1.0561 0.5094
H 1.0489 -5.7266 3.6415 0.1967 -0.3239 -0.2917
H 0.0268 -5.1130 2.3247 -0.0741 -0.5380 -0.0514
C -4.9694 3.8400 -5.0681 0.3461 -0.8863 -0.3195
Cl -3.9238 4.8125 -6.1087 0.3535 0.1647 0.2795
Cl -6.5739 4.4903 -5.0320 -0.8608 0.2549 0.1193
H -4.9905 2.8614 -5.5477 -0.1656 0.0842 0.2210
H -4.6231 3.7321 -4.0403 0.3120 0.3648 -0.2897

---

No. 2
49
Properties=species:S:1:pos:R:3:forces:R:3 method="wB97M-V/def2-TZVPD" multiplicity=1 lumo_ev="-0.25 / -0.31" e_homo_ev="-6.37 / -6.35" total_energy_ev=-190481.6708 gap_ev="6.12 / 6.04"
Pd -0.2102 -0.7552 -0.1501 -0.1735 -0.0871 -0.1066
C -2.9604 -4.1778 -0.2387 0.0122 -0.0306 0.0601
Se -1.7966 -3.3214 -1.5276 0.0278 -0.0654 -0.0647
C -3.0799 -2.0122 -2.1719 -0.0260 0.0939 -0.0368
C -3.5292 -0.9804 -1.1502 -0.0635 0.0132 0.0152
Se -2.2514 0.4692 -0.8667 0.3231 -0.1936 -0.1780
C -3.0453 1.0329 0.8063 0.0213 0.0315 0.0975
H -3.8678 -4.5400 -0.7178 0.0035 0.0157 -0.0085
H -3.1978 -3.5020 0.5804 -0.0018 -0.0063 0.0053
H -2.4032 -5.0226 0.1599 -0.0159 -0.0109 0.0183
H -3.9518 -2.5590 -2.5312 0.0051 -0.0135 -0.0194
H -2.6088 -1.5464 -3.0385 -0.0106 0.0296 -0.0095
H -3.7117 -1.4331 -0.1759 0.0048 -0.0087 0.0025
H -4.4474 -0.4959 -1.4856 -0.0358 -0.0309 0.0083
H -4.0962 1.2581 0.6378 0.0004 0.0155 0.0030
H -2.5304 1.9337 1.1313 0.0222 0.0022 0.0018
H -2.9312 0.2342 1.5371 -0.0127 -0.0122 -0.0090
C 0.6834 2.5653 3.4608 0.0333 0.0111 0.0531
C 0.5145 1.5998 2.3051 -0.0622 0.0085 0.0360
N -0.0433 0.3138 2.7654 -0.0681 -0.2927 -0.3129
C 0.2368 -0.8914 2.1835 0.0948 0.0113 0.7663
S -0.9724 -2.1057 1.9742 0.1170 0.2886 -0.0217
N 1.5241 -1.2185 1.9581 -0.0350 0.0040 -0.0591
C 2.7247 -0.5443 2.4516 -0.0267 -0.1015 0.0267
C 3.6000 0.0008 1.3330 0.0410 -0.0045 0.0379
H 1.0848 3.5136 3.1010 -0.0162 -0.0245 -0.0095
H 1.3639 2.1651 4.2145 0.0067 0.0043 -0.0032
H -0.2704 2.7705 3.9520 0.0070 -0.0177 -0.0137
H 1.4480 1.4172 1.7852 -0.0696 0.0479 0.0080
H -0.1377 2.0147 1.5343 -0.0224 -0.0103 -0.0156
H -1.0244 0.3525 2.9971 -0.0266 0.0863 0.0280
H 1.6345 -2.1525 1.5966 0.0401 -0.0536 0.0085
H 3.2715 -1.2775 3.0492 0.0508 0.0095 -0.0171
H 2.4129 0.2385 3.1385 0.0046 -0.0366 0.0021
H 4.0270 -0.8122 0.7437 -0.0326 0.0032 -0.0101
H 4.4231 0.5797 1.7549 -0.0044 -0.0208 -0.0098
H 3.0222 0.6317 0.6593 -0.0083 0.0140 -0.0437
Cl 0.9319 -1.5621 -2.6139 0.0290 0.0191 -0.1663
C 1.3694 0.0986 -2.9728 -0.1448 -0.1064 0.0377
C 1.8693 0.4019 -4.2219 0.0300 0.0312 0.0257
C 2.2917 1.6951 -4.4918 -0.0029 0.0098 0.0243
C 2.2046 2.6570 -3.4872 -0.0241 -0.0009 -0.0743
C 1.6698 2.3382 -2.2612 0.0378 0.0576 0.0713
Cl 1.5847 3.5737 -1.0285 0.0044 -0.0559 -0.0527
C 1.2117 1.0337 -1.9212 -0.0537 -0.2146 0.6087
N 0.7970 0.7757 -0.6644 0.0118 0.5910 -0.7050
H 1.9436 -0.3795 -4.9669 0.0016 0.0147 -0.0009
H 2.6871 1.9517 -5.4644 0.0024 0.0023 0.0100
H 2.5357 3.6724 -3.6624 0.0047 -0.0166 -0.0082